C27H60N8O7S | wB97M-V/def2-TZVPD

Calculated values
* highest occupied orbital energy: -9.011 eV
* orbital gap: 8.1890 eV
* LUMO level: -0.822 eV

Each line ends with the Löwdin charge.
Atoms and positions in Å:
O 3.681 -2.473 -0.614  0.091
N 3.358 -1.353 -0.602  -0.033
O 4.024 -0.610 -1.609  -0.129
C 3.154 -0.276 -2.732  -0.114
C 1.682 -0.506 -2.359  -0.183
C 1.032 0.497 -1.717  -0.013
C -0.347 0.348 -1.289  -0.040
C -1.041 -0.790 -1.529  -0.025
C -0.378 -1.862 -2.199  -0.335
N -0.830 -3.088 -2.521  -0.236
S 0.365 -3.886 -3.237  0.995
N 1.571 -2.772 -3.254  -0.175
C 1.001 -1.741 -2.633  -0.352
H 3.311 0.790 -2.950  0.120
H 3.454 -0.891 -3.593  0.121
H 1.584 1.415 -1.495  0.119
H -0.800 1.184 -0.753  0.111
H -2.081 -0.892 -1.216  0.121
C 2.389 6.392 1.466  -0.061
C 1.251 5.383 1.592  -0.430
C 1.339 4.230 0.579  -0.212
O 0.932 4.572 -0.738  -0.201
C 1.936 5.198 -1.519  -0.107
N -0.028 6.095 1.497  0.040
H 2.272 7.047 0.602  0.067
H 2.424 7.032 2.349  0.060
H 3.354 5.886 1.384  0.081
H 1.321 4.941 2.591  0.135
H 0.647 3.446 0.903  0.116
H 2.339 3.777 0.572  0.119
H 2.932 4.808 -1.293  0.091
H 1.915 6.281 -1.379  0.075
H 1.714 4.997 -2.568  0.086
H -0.784 5.438 1.675  0.071
H -0.159 6.356 0.522  0.069
C 1.241 9.820 7.205  -0.073
C 0.598 9.274 5.934  -0.432
C 1.316 8.039 5.365  -0.208
O 2.517 8.326 4.670  -0.206
C 3.659 8.478 5.494  -0.104
N 0.505 10.353 4.946  0.038
H 2.165 10.362 7.003  0.063
H 0.564 10.517 7.700  0.075
H 1.463 9.016 7.910  0.077
H -0.419 8.963 6.195  0.135
H 0.655 7.580 4.623  0.117
H 1.489 7.281 6.140  0.119
H 3.629 7.811 6.361  0.091
H 3.766 9.515 5.819  0.075
H 4.536 8.228 4.896  0.087
H -0.007 10.014 4.137  0.073
H 1.443 10.517 4.587  0.068
C -4.173 -5.450 1.439  -0.072
C -4.731 -4.078 1.799  -0.431
C -4.188 -2.948 0.910  -0.213
O -2.871 -2.540 1.232  -0.196
C -1.847 -3.349 0.665  -0.111
N -4.481 -3.820 3.221  0.038
H -3.143 -5.580 1.772  0.036
H -4.764 -6.236 1.912  0.075
H -4.206 -5.616 0.359  0.080
H -5.815 -4.118 1.646  0.133
H -4.813 -2.063 1.067  0.119
H -4.267 -3.201 -0.156  0.119
H -2.120 -3.721 -0.326  0.075
H -1.605 -4.181 1.329  0.053
H -0.952 -2.732 0.567  0.078
H -4.934 -2.948 3.481  0.069
H -3.489 -3.617 3.321  0.068
C -0.988 -3.203 -8.514  -0.071
C -1.277 -3.186 -7.016  -0.432
C -2.746 -2.882 -6.677  -0.206
O -3.104 -1.517 -6.794  -0.189
C -3.432 -1.097 -8.106  -0.107
N -0.363 -2.243 -6.367  0.048
H -0.954 -2.201 -8.941  0.064
H -0.018 -3.665 -8.705  0.076
H -1.743 -3.781 -9.052  0.078
H -1.058 -4.189 -6.634  0.131
H -2.906 -3.135 -5.625  0.120
H -3.431 -3.513 -7.258  0.119
H -3.936 -1.884 -8.673  0.090
H -2.539 -0.762 -8.639  0.074
H -4.106 -0.243 -8.023  0.087
H -0.495 -2.303 -5.360  0.023
H -0.683 -1.304 -6.596  0.073
C 1.384 -5.573 1.570  -0.063
C 0.548 -6.410 2.536  -0.421
C 1.197 -7.755 2.901  -0.207
O 1.090 -8.749 1.896  -0.189
C 2.071 -8.673 0.877  -0.105
N -0.794 -6.587 1.972  0.043
H 1.342 -5.952 0.549  0.065
H 1.016 -4.546 1.545  0.067
H 2.430 -5.542 1.882  0.081
H 0.455 -5.835 3.463  0.137
H 0.665 -8.160 3.766  0.122
H 2.242 -7.627 3.208  0.120
H 3.036 -8.334 1.263  0.091
H 1.738 -8.019 0.068  0.074
H 2.196 -9.674 0.462  0.087
H -1.376 -7.064 2.656  0.082
H -0.718 -7.260 1.211  0.080

Forces on atoms 1 to 6 (eV/Å):
0.23 0.33 0.14
-0.49 -0.65 0.31
0.47 0.19 -0.90
-0.63 -0.24 0.42
0.89 0.58 -0.49
-0.78 -0.18 0.26



C2H8S4 | wB97M-V/def2-TZVPD

Calculated values
* highest occupied orbital energy: -9.079 eV
* orbital gap: 9.2809 eV
* relative energy (zero: lowest compared OMol25 entry of this formula, charge and spin): 0.382 eV
* LUMO level: 0.202 eV
* SMILES string: CSS.CSS

Each line ends with the natural charge from an NBO analysis.
Atoms and positions in Å:
S 4.969 2.167 -1.875  -0.137
S 3.066 2.181 -2.767  0.086
C 1.935 1.391 -1.585  -0.756
H 4.877 3.413 -1.364  0.129
H 1.059 1.176 -2.219  0.227
H 1.632 2.096 -0.793  0.217
H 2.266 0.451 -1.112  0.234
S -1.208 -1.440 0.456  -0.158
S -2.079 -1.286 2.408  0.093
C -3.571 -2.324 2.257  -0.755
H -1.307 -0.187 -0.037  0.131
H -4.375 -2.011 2.945  0.234
H -3.319 -3.377 2.466  0.219
H -3.947 -2.251 1.222  0.237

Forces on atoms 1 to 6 (eV/Å):
-0.97 0.29 -0.17
0.67 -0.42 0.33
-0.41 0.16 0.33
0.14 -0.23 0.03
0.21 0.02 0.31
0.16 -0.28 -0.34



C19H14BrN4O3SZn | wB97M-V/def2-TZVPD

Calculated values
* highest occupied orbital energy: -11.202 eV
* charge: +1
* orbital gap: 7.4409 eV
* relative energy (zero: lowest compared OMol25 entry of this formula, charge and spin): 0.000 eV
* LUMO level: -3.761 eV

Each line ends with the natural charge from an NBO analysis.
Atoms and positions in Å:
Zn 0.221 0.653 -0.211  1.627
O 4.143 5.298 -0.518  -0.611
C 3.369 4.241 -0.366  0.408
C 3.828 3.012 0.129  -0.319
C 2.949 1.966 0.266  0.096
N 1.656 2.070 -0.046  -0.682
C 1.224 3.235 -0.536  0.170
Br -0.627 3.249 -0.968  0.124
C 2.013 4.342 -0.722  -0.319
H 5.059 5.141 -0.241  0.506
H 4.867 2.884 0.389  0.242
H 3.266 0.997 0.624  0.235
H 1.627 5.263 -1.132  0.267
N -3.997 -1.225 5.107  -0.738
C -2.735 -0.777 5.116  0.066
S -1.891 -0.715 6.534  -0.073
C -2.106 -0.345 3.862  -0.031
C -2.745 -0.362 2.616  -0.216
C -2.052 0.015 1.483  0.058
N -0.776 0.413 1.513  -0.633
C -0.169 0.481 2.704  0.047
C -0.784 0.119 3.877  -0.188
H -4.398 -1.512 5.986  0.428
H -4.564 -1.289 4.279  0.396
H -3.773 -0.667 2.498  0.227
H -2.524 -0.005 0.509  0.250
H 0.849 0.844 2.705  0.209
H -0.244 0.184 4.809  0.271
O 2.157 -0.925 -1.526  -0.617
C 1.078 -1.178 -2.026  0.668
N -0.036 -0.501 -1.609  -0.937
C -1.194 -0.999 -2.156  0.674
O -2.288 -0.623 -1.804  -0.595
C -0.773 -2.046 -3.111  -0.159
C -1.527 -2.868 -3.918  -0.151
C -0.860 -3.841 -4.656  -0.183
C 0.518 -3.970 -4.579  -0.184
C 1.283 -3.131 -3.769  -0.182
C 0.624 -2.167 -3.031  -0.079
H -2.599 -2.756 -3.945  0.236
H -1.425 -4.516 -5.281  0.229
H 1.004 -4.750 -5.147  0.228
H 2.353 -3.243 -3.705  0.235

Forces on atoms 1 to 6 (eV/Å):
0.10 0.57 0.77
0.21 0.44 -0.10
-0.44 -0.84 0.15
0.00 0.18 -0.03
0.26 -0.02 0.01
-0.45 0.09 -0.21



C28H45BrHgN2P2 | wB97M-V/def2-TZVPD

Calculated values
* highest occupied orbital energy: -13.326 eV
* charge: +2
* orbital gap: 5.5429 eV
* relative energy (zero: lowest compared OMol25 entry of this formula, charge and spin): 0.621 eV
* LUMO level: -7.783 eV

Each line ends with the Löwdin charge.
Atoms and positions in Å:
N 4.805 7.417 0.643  0.077
C 5.397 6.262 0.906  -0.117
C 4.701 5.063 0.806  -0.014
C 3.321 5.074 0.505  -0.204
C 2.747 6.312 0.142  -0.002
C 3.529 7.457 0.261  -0.115
C 2.636 3.776 0.560  0.001
Hg 0.162 0.170 -0.145  0.954
P -1.048 -1.663 -1.746  0.896
C 1.693 3.222 -0.281  -0.054
C 2.025 1.906 -0.832  -0.347
C 1.783 1.587 -2.212  -0.070
C 2.659 0.770 -2.932  -0.095
C 3.583 -0.062 -2.212  -0.719
C 3.718 0.147 -0.830  -0.100
C 2.890 1.022 -0.123  -0.102
Br 4.131 -1.602 -2.997  0.908
H 3.166 3.086 1.239  0.112
H 0.919 3.841 -0.736  0.121
H 5.236 4.129 0.988  0.115
H 1.707 6.366 -0.169  0.112
H 6.446 6.271 1.209  0.121
H 3.093 8.425 0.050  0.115
H 1.026 2.162 -2.736  0.122
H 2.926 1.061 0.974  0.122
H 2.498 0.739 -4.025  0.131
H 4.469 -0.403 -0.262  0.122
P -2.266 0.272 0.977  0.883
C 0.310 -2.284 -2.909  -0.403
C -0.107 -3.285 -4.040  -0.122
H 1.079 -2.768 -2.276  0.068
H 0.905 -1.437 -3.310  0.041
H 0.842 -3.665 -4.480  0.086
H -0.692 -4.137 -3.632  0.051
H -0.709 -2.842 -4.860  0.073
C -2.531 -1.068 -2.811  -0.357
C -3.432 -1.952 -3.693  -0.133
H -2.074 -0.341 -3.500  0.077
H -3.232 -0.449 -2.205  0.064
H -4.078 -1.265 -4.264  0.090
H -2.906 -2.575 -4.427  0.063
H -4.104 -2.616 -3.143  0.072
C -1.528 -3.192 -0.758  -0.390
C -1.947 -4.485 -1.476  -0.133
H -2.421 -2.832 -0.212  0.057
H -0.809 -3.405 0.071  0.050
H -2.445 -5.089 -0.708  0.086
H -2.671 -4.315 -2.288  0.068
H -1.126 -5.083 -1.880  0.070
C -2.618 -0.981 2.332  -0.396
C -3.504 -0.553 3.499  -0.115
H -1.639 -1.374 2.640  0.009
H -3.108 -1.827 1.828  0.070
H -2.995 0.035 4.269  0.070
H -4.326 0.074 3.168  0.058
H -3.954 -1.429 3.970  0.089
C -3.937 1.008 0.724  -0.407
C -4.082 2.099 -0.327  -0.139
H -4.176 1.407 1.723  0.073
H -4.626 0.178 0.523  0.092
H -3.918 3.086 0.107  0.078
H -3.388 2.018 -1.167  0.057
H -5.103 2.098 -0.742  0.089
C -1.587 1.710 1.977  -0.438
C -0.666 1.311 3.116  -0.154
H -2.463 2.265 2.358  0.089
H -1.064 2.369 1.249  0.054
H 0.018 2.135 3.335  0.082
H -1.270 1.093 3.994  0.065
H -0.060 0.415 2.945  0.048
C 1.814 -5.084 3.992  -0.081
C 1.773 -4.549 2.546  -0.218
C 0.814 -3.462 2.351  -0.176
N 0.074 -2.566 2.195  0.147
H 2.382 -4.404 4.643  0.087
H 2.257 -6.084 4.047  0.086
H 0.794 -5.179 4.382  0.083
H 2.769 -4.174 2.263  0.124
H 1.517 -5.352 1.838  0.125

Forces on atoms 1 to 6 (eV/Å):
0.17 0.72 0.16
-0.53 -0.21 -0.45
-0.38 -0.32 0.40
-0.18 1.01 0.23
0.18 -0.67 0.41
0.05 -0.75 -0.11



C17H20N2O5 | wB97M-V/def2-TZVPD

Calculated values
* highest occupied orbital energy: -8.254 eV
* orbital gap: 8.3771 eV
* relative energy (zero: lowest compared OMol25 entry of this formula, charge and spin): 2.097 eV
* LUMO level: 0.123 eV
* SMILES string: CCOC(=O)c1oc2ccccc2c1NC(=O)CN1CCOCC1

Each line ends with the natural charge from an NBO analysis.
Atoms and positions in Å:
C -0.324 4.456 -1.423  -0.634
C -0.329 3.294 -2.406  -0.075
H -0.723 3.601 -3.377  0.193
H 0.684 2.894 -2.524  0.197
O -1.196 2.247 -1.973  -0.484
C -0.706 1.388 -1.079  0.741
O 0.432 1.432 -0.638  -0.648
C -1.656 0.369 -0.684  0.119
C -1.444 -0.677 0.203  0.167
N -0.242 -0.851 0.841  -0.642
C 0.216 -1.853 1.640  0.686
O -0.402 -2.832 1.989  -0.607
C 1.649 -1.577 2.097  -0.307
N 2.330 -0.699 1.172  -0.460
C 2.820 -1.396 -0.007  -0.254
C 3.309 -0.355 -1.015  -0.083
H 3.736 -0.836 -1.896  0.193
O 4.329 0.445 -0.463  -0.522
C 3.858 1.103 0.690  -0.076
C 3.396 0.100 1.749  -0.241
H 3.010 0.637 2.617  0.204
H 4.252 -0.522 2.063  0.171
H 4.687 1.708 1.062  0.193
H 3.009 1.751 0.426  0.180
H 2.459 0.278 -1.307  0.188
H 2.008 -1.980 -0.443  0.209
H 3.650 -2.078 0.249  0.176
H 2.156 -2.542 2.250  0.204
H 1.577 -1.084 3.072  0.227
H 0.464 -0.139 0.613  0.473
C -2.681 -1.400 0.254  -0.095
C -3.155 -2.526 0.930  -0.177
C -4.455 -2.919 0.709  -0.240
C -5.294 -2.221 -0.165  -0.183
C -4.853 -1.106 -0.846  -0.264
C -3.542 -0.705 -0.626  0.302
O -2.926 0.353 -1.186  -0.397
H -5.487 -0.558 -1.523  0.228
H -6.307 -2.563 -0.310  0.216
H -4.841 -3.787 1.221  0.216
H -2.506 -3.067 1.598  0.257
H -1.336 4.822 -1.270  0.213
H 0.291 5.261 -1.815  0.217
H 0.084 4.134 -0.468  0.221

Forces on atoms 1 to 6 (eV/Å):
-0.10 -0.38 -0.12
0.49 0.42 -0.03
0.06 -0.09 0.11
-0.19 0.06 -0.08
-0.32 -0.24 0.10
0.04 0.05 -0.08



C5H9N2 | wB97M-V/def2-TZVPD

Calculated values
* highest occupied orbital energy: -12.868 eV
* charge: +1
* orbital gap: 8.2511 eV
* relative energy (zero: lowest compared OMol25 entry of this formula, charge and spin): 4.188 eV
* LUMO level: -4.617 eV
* SMILES string: C=N/C=C\C=[NH+]\C

Each line ends with the natural charge from an NBO analysis.
Atoms and positions in Å:
C 0.094 -1.314 -0.800  -0.418
C 1.013 -0.546 -0.040  0.187
C -1.339 -1.145 -1.029  0.174
C -3.017 0.484 -0.388  0.086
C 2.315 1.013 1.118  -0.406
N -2.127 -0.335 -0.441  -0.336
N 1.077 0.625 0.608  -0.486
H 0.543 -2.063 -1.249  0.232
H 2.073 -0.715 -0.352  0.205
H -1.758 -2.058 -1.546  0.261
H -3.131 1.230 -1.171  0.211
H -3.606 0.547 0.571  0.219
H 3.038 0.221 1.015  0.221
H 2.542 1.856 0.547  0.219
H 2.094 1.317 2.095  0.222
H 0.189 0.883 1.063  0.408

Forces on atoms 1 to 6 (eV/Å):
-3.35 4.87 2.90
1.26 1.14 -2.73
3.35 -2.74 0.67
-2.17 2.58 1.62
0.34 0.56 0.34
1.26 -2.09 -0.46